Run one
Density functional theory data (wB97M-V/def2-TZVPD) for a structure of composition C4H6O2.

Computed properties:
HOMO level in eV: -9.521
Frontier orbital gap in hartree: 0.35786
Lowest unoccupied orbital energy in eV: 0.2

CARTESIAN COORDINATES (ANGSTROEM)
1 C -1.56853 -0.06977 0.10973
2 C -0.55451 -1.03736 -0.16587
3 O -0.06271 -1.81550 0.64523
4 C 0.23192 0.73285 0.20807
5 C 1.70377 0.21962 -0.12796
6 O 2.50175 0.99569 -0.58646
7 H -0.27371 -0.95262 -1.23083
8 H -2.02011 0.53997 -0.67124
9 H -2.30302 -0.35727 0.88704
10 H 0.08666 1.56605 -0.46725
11 H 0.27372 0.99398 1.26101
12 H 1.98477 -0.81563 0.13853

---

Run two
Density functional theory data (wB97M-V/def2-TZVPD) for the molecule C4H6O2.

Computed properties:
HOMO level in eV: -10.039
Frontier orbital gap in hartree: 0.39512
Lowest unoccupied orbital energy in eV: 0.7

CARTESIAN COORDINATES (ANGSTROEM)
1 C 1.21895 -0.50400 0.54874
2 C -0.17546 0.32175 0.05304
3 C 0.14282 0.62891 -1.36776
4 O 1.14840 0.12933 -1.81064
5 C -1.52151 -0.07030 0.54362
6 O -1.15423 1.28533 0.60369
7 H 2.03773 0.16226 0.84726
8 H 0.87794 -1.15187 1.34182
9 H 1.73208 -1.19660 -0.17784
10 H -0.43714 1.32010 -2.00141
11 H -2.32174 -0.40530 -0.12131
12 H -1.54785 -0.51961 1.54079

---

Most stable to least stable, the ends of the list are run two and run one.

---

Run one
Density functional theory data (wB97M-V/def2-TZVPD) for the molecule C4H6O2.

Computed properties:
HOMO level in eV: -8.569
Frontier orbital gap in hartree: 0.33994
Lowest unoccupied orbital energy in eV: 0.7

CARTESIAN COORDINATES (ANGSTROEM)
1 C 1.25522 0.82789 -0.17686
2 C 0.17764 0.32308 0.38640
3 C 1.76109 -0.34984 -1.00597
4 C -2.01554 -0.12107 0.81119
5 O 0.75940 -1.36780 -0.60242
6 O -0.68188 0.09555 1.28231
7 H 1.36140 1.86297 -0.20685
8 H 1.70602 -0.03533 -1.97391
9 H 2.67312 -0.90128 -0.67954
10 H -2.45649 -0.83639 1.45100
11 H -1.98922 -0.24457 -0.21763
12 H -2.55077 0.74680 0.93228

---

Run two
Density functional theory data (wB97M-V/def2-TZVPD) for the molecule C4H6O2.

Computed properties:
HOMO level in eV: -10.202
Frontier orbital gap in hartree: 0.38494
Lowest unoccupied orbital energy in eV: 0.3

CARTESIAN COORDINATES (ANGSTROEM)
1 C 0.73302 -0.07034 -1.06325
2 C -0.24587 0.51902 -0.05046
3 C -1.31092 -0.54448 0.07747
4 O -2.48149 -0.40284 -0.15019
5 C 0.48527 0.51165 1.27495
6 O 1.50291 -0.12938 1.41267
7 H 0.53702 0.34549 -2.06579
8 H 1.69342 -0.05488 -0.45878
9 H 0.60703 -1.15228 -1.16168
10 H -0.70890 1.48520 -0.29469
11 H -0.84793 -1.52284 0.33914
12 H 0.03644 1.01568 2.14061

---

Run three
Density functional theory data (wB97M-V/def2-TZVPD) for the molecule C4H6O2.

Computed properties:
HOMO level in eV: -9.833
Frontier orbital gap in hartree: 0.38828
Lowest unoccupied orbital energy in eV: 0.7

CARTESIAN COORDINATES (ANGSTROEM)
1 C -0.87713 -1.34877 0.37750
2 C -0.76913 -0.06350 0.70242
3 C 0.10832 0.86063 -0.08864
4 O -0.21182 1.01111 -1.47011
5 C 1.54162 0.27967 -0.12699
6 O 1.81899 -0.87271 0.08118
7 H -1.31217 -2.07582 1.05377
8 H -0.45849 -1.73000 -0.54910
9 H -1.17683 0.31402 1.63731
10 H 0.14517 1.85491 0.38170
11 H -1.13828 0.77088 -1.58754
12 H 2.32977 0.99956 -0.41149

---

Run four
Density functional theory data (wB97M-V/def2-TZVPD) for the molecule C4H6O2.

Computed properties:
HOMO level in eV: -9.201
Frontier orbital gap in hartree: 0.35961
Lowest unoccupied orbital energy in eV: 0.6

CARTESIAN COORDINATES (ANGSTROEM)
1 C 0.22103 -0.54143 1.75344
2 O -0.24711 0.78847 1.56531
3 C -0.18891 0.00198 0.39395
4 C 0.92760 0.19695 -0.59102
5 O 0.06216 0.29047 -1.97526
6 C -1.19885 0.21822 -1.40193
7 H -0.38244 -1.25794 2.31265
8 H 1.28098 -0.56500 2.08265
9 H 1.46718 -0.72058 -0.77828
10 H 1.64827 0.96573 -0.19185
11 H -1.70634 1.19047 -1.38047
12 H -1.88357 -0.56734 -1.78919

---

Most stable to least stable, the ends of the list are run two and run four.

---

Run one
Density functional theory data (wB97M-V/def2-TZVPD) for a cluster of 9 separate species, H18O9 in total.

Computed properties:
HOMO level in eV: -10.513
Frontier orbital gap in hartree: 0.38395
Lowest unoccupied orbital energy in eV: -0.1

CARTESIAN COORDINATES (ANGSTROEM)
1 O 0.68895 29.48271 35.27128
2 H 0.51043 29.98738 36.09157
3 H 1.15773 28.69736 35.56385
4 O -0.05988 30.75290 37.57813
5 H 0.47075 31.43558 38.00244
6 H -0.43008 30.22823 38.29518
7 O 2.40875 33.02353 35.75450
8 H 2.25056 33.27060 34.83973
9 H 1.99358 33.72348 36.27760
10 O -2.21636 35.74008 35.19978
11 H -1.79039 36.59908 35.12236
12 H -1.68613 35.16283 34.63129
13 O -0.44210 32.35850 34.25459
14 H 0.07306 31.77277 34.82538
15 H -0.28133 33.23808 34.61027
16 O -2.31133 29.48437 34.19237
17 H -2.52011 29.96362 33.38487
18 H -1.69270 30.05509 34.65772
19 O -0.51238 35.07021 32.98093
20 H -1.03668 34.71901 32.25209
21 H 0.39591 34.84985 32.74947
22 O 0.08882 31.05336 31.77203
23 H 0.68040 30.33049 32.00069
24 H -0.17141 31.43010 32.62750
25 O 0.45642 35.05199 36.65348
26 H -0.00349 35.69076 36.09928
27 H 0.82788 35.56794 37.37689

---

Run two
Density functional theory data (wB97M-V/def2-TZVPD) for a cluster of 9 separate species, H18O9 in total.

Computed properties:
HOMO level in eV: -9.600
Frontier orbital gap in hartree: 0.34684
Lowest unoccupied orbital energy in eV: -0.2

CARTESIAN COORDINATES (ANGSTROEM)
1 O 0.89384 -0.46558 0.23456
2 H 1.37804 -0.16847 -0.54408
3 H 0.25256 0.23611 0.39382
4 O -1.07586 3.13235 2.46521
5 H -0.41580 3.13884 3.16754
6 H -1.48917 2.26483 2.53984
7 O -2.46697 -2.06475 -1.72882
8 H -1.81677 -2.77438 -1.67730
9 H -1.95491 -1.29731 -2.00777
10 O -3.51617 2.87247 -1.20128
11 H -2.83089 3.08094 -0.55636
12 H -4.32493 3.21270 -0.80236
13 O 1.23896 -2.80496 0.74381
14 H 0.28298 -2.76516 0.62761
15 H 1.45119 -3.73743 0.62358
16 O -4.21195 -1.05487 1.19780
17 H -4.54011 -1.84223 1.64654
18 H -3.39464 -1.34720 0.77884
19 O 3.33620 3.97917 -1.44086
20 H 3.73615 3.78788 -2.29668
21 H 2.41196 3.72972 -1.55293
22 O 5.07813 -0.70992 0.84766
23 H 4.85173 -0.71493 1.78452
24 H 4.53309 -1.40992 0.47094
25 O 0.60753 -2.12945 -0.93987
26 H 0.56904 -1.51756 -1.68358
27 H 1.41676 -2.63091 -1.09039

---

Run three
Density functional theory data (wB97M-V/def2-TZVPD) for a cluster of 9 separate species, H18O9 in total.

Computed properties:
HOMO level in eV: -8.573
Frontier orbital gap in hartree: 0.30877
Lowest unoccupied orbital energy in eV: -0.2

CARTESIAN COORDINATES (ANGSTROEM)
1 O 0.70909 0.70797 -0.93036
2 H 1.48753 1.26741 -0.83013
3 H 1.02294 -0.17392 -0.70064
4 O -1.41556 -2.71324 0.33896
5 H -1.13172 -2.71924 -0.58212
6 H -1.68288 -1.80063 0.49603
7 O -4.26819 -1.24352 -0.35647
8 H -3.31389 -1.18743 -0.23336
9 H -4.42016 -0.81859 -1.20813
10 O 0.88925 -3.01881 0.52322
11 H 0.17509 -3.17643 1.15102
12 H 0.45262 -3.02873 -0.33599
13 O -3.35747 1.26823 -0.63219
14 H -3.84754 0.72465 -1.25937
15 H -2.43324 1.09491 -0.84376
16 O 4.76017 -0.14117 -1.61642
17 H 4.62878 0.70347 -1.17108
18 H 5.70066 -0.32075 -1.50588
19 O 1.39199 2.25934 1.48198
20 H 0.67263 2.00213 2.06964
21 H 2.09233 2.54472 2.07954
22 O 1.79682 -1.44451 1.18251
23 H 1.04327 -1.04277 0.73556
24 H 1.51788 -1.50621 2.10304
25 O -0.85424 3.92223 0.40883
26 H -0.05995 3.80061 -0.12343
27 H -1.55621 4.04029 -0.24101

---

Run four
Density functional theory data (wB97M-V/def2-TZVPD) for a cluster of 9 separate species, H18O9 in total.

Computed properties:
HOMO level in eV: -10.590
Frontier orbital gap in hartree: 0.38472
Lowest unoccupied orbital energy in eV: -0.1

CARTESIAN COORDINATES (ANGSTROEM)
1 O -0.33015 0.14956 -1.04496
2 H 0.23885 -0.13744 -0.35096
3 H -1.08915 0.37556 -0.57896
4 O 1.33485 -2.45644 -0.76196
5 H 1.16185 -1.89844 -1.58696
6 H 1.78685 -3.28644 -0.98796
7 O -0.72515 0.54356 2.77804
8 H -1.07015 1.24056 2.13804
9 H -1.07115 -0.30444 2.57804
10 O -2.68215 3.60656 -1.29896
11 H -2.09015 4.29756 -0.93696
12 H -2.59315 2.91956 -0.61696
13 O -0.77815 0.97656 -3.59196
14 H -0.72015 0.70656 -2.68396
15 H -0.58315 0.20656 -4.06796
16 O 1.51885 -0.24644 1.54404
17 H 1.39685 -1.15944 1.41204
18 H 0.88185 -0.01444 2.19704
19 O -1.94815 2.08956 0.86204
20 H -2.39815 2.47556 1.58404
21 H -1.06515 2.47656 0.75204
22 O -0.21315 -2.61944 1.64404
23 H 0.15485 -2.77244 0.77904
24 H 0.26885 -3.30644 2.15104
25 O 3.55485 -0.98044 -0.92296
26 H 4.24585 -1.39144 -0.31696
27 H 2.81285 -1.49044 -0.67096

---

Most stable to least stable, the ends of the list are run one and run three.